No. 1
{"formula": "C48H59FeN2O4", "method": "ωB97M-V/def2-TZVPD", "de_lowest_ev": 0.000, "charge": 1, "e_homo_ev": [-9.5, -9.7], "s2": 6.09, "spin_multiplicity": 5, "orbital_gap_ev": [7.483, 4.829], "species": ["C", "O", "C", "C", "C", "C", "C", "C", "Fe", "C", "O", "C", "O", "C", "O", "H", "H", "H", "H", "H", "H", "H", "H", "H", "C", "C", "C", "C", "C", "C", "C", "C", "C", "C", "C", "C", "C", "C", "N", "C", "C", "C", "C", "C", "C", "C", "C", "N", "C", "C", "C", "C", "C", "C", "C", "C", "C", "C", "C", "C", "C", "C", "C", "C", "H", "H", "H", "H", "H", "H", "H", "H", "H", "H", "H", "H", "H", "H", "H", "H", "H", "H", "H", "H", "H", "H", "H", "H", "H", "H", "H", "H", "H", "H", "H", "H", "H", "H", "H", "H", "H", "H", "H", "H", "H", "H", "H", "H", "H", "H", "H", "H", "H", "H"], "coordinates": [[7.940153, 0.729798, 3.170597], [7.171084, 0.224734, 4.284616], [5.793826, 0.242280, 4.340516], [5.004919, 1.432774, 4.431511], [3.827060, 1.419135, 3.443847], [3.225338, 0.049781, 3.183532], [3.791307, -1.048478, 3.763442], [5.036079, -0.959491, 4.498494], [4.962549, 0.422905, 6.236451], [3.993355, 1.589773, 7.163383], [3.589787, 2.343685, 7.947276], [6.415574, 0.978899, 7.031049], [7.381263, 1.157135, 7.651842], [4.976563, -0.981698, 7.328374], [5.020559, -1.886011, 8.056499], [8.867760, 1.092557, 3.624539], [8.176393, -0.122146, 2.510278], [7.428189, 1.546391, 2.629790], [5.554008, 2.386191, 4.503872], [3.057490, 2.122000, 3.790715], [4.210725, 1.890761, 2.523196], [2.390784, -0.050025, 2.480167], [3.367950, -2.053644, 3.565203], [5.612319, -1.858175, 4.715680], [0.614217, 0.515889, 0.502109], [1.108917, 1.911451, 0.160554], [0.511297, 2.868838, 1.200477], [2.628540, 1.964669, 0.303084], [0.826116, 2.419962, -1.280551], [0.981267, 3.795569, -1.458534], [0.880170, 4.383277, -2.710075], [0.747609, 3.556034, -3.815225], [0.646769, 2.166026, -3.714428], [0.858833, 1.437050, -5.077225], [0.665943, -0.070757, -5.144664], [2.323243, 1.684248, -5.467566], [-0.081176, 2.045384, -6.123287], [0.567115, 1.600975, -2.414603], [0.003626, 0.296626, -2.227262], [-1.388097, 0.025845, -2.524273], [-1.720711, 0.375033, 2.711731], [-2.995730, -0.147378, 2.392593], [-3.363134, -1.477654, 2.776203], [-4.642090, -1.966590, 2.513953], [-5.611903, -1.189787, 1.857167], [-5.274376, 0.103027, 1.428878], [-3.996681, 0.604817, 1.664453], [-1.563215, -1.297412, -2.025385], [-2.793228, -1.776997, -1.551462], [-3.921457, -0.985331, -1.804614], [-3.762949, 0.417466, -2.386053], [-4.802436, 1.414612, -1.882354], [-3.934980, 0.210768, -3.910398], [-2.420664, 0.913047, -2.015653], [-5.198992, -1.523496, -1.653527], [-5.358145, -2.870401, -1.352449], [-4.230452, -3.630992, -1.051740], [-2.974039, -3.040541, -0.898364], [-1.969328, -3.819789, -0.008460], [-2.744429, -4.534217, 1.116381], [-0.932355, -2.934706, 0.702836], [-1.337035, -4.941284, -0.845183], [-0.326733, -1.891995, -2.071274], [0.625075, -0.929100, -2.172773], [1.166495, -0.252027, -0.046522], [0.790786, 0.313498, 1.568113], [-0.466009, 0.418079, 0.342423], [1.067594, 3.811818, 1.230995], [-0.541697, 3.081361, 0.975935], [0.563732, 2.435251, 2.208710], [2.996427, 2.986878, 0.136969], [2.907900, 1.660870, 1.311590], [3.123182, 1.284759, -0.401229], [1.245990, 4.435915, -0.616834], [0.948026, 5.464544, -2.826261], [0.776743, 4.024981, -4.796995], [-0.368340, -0.383679, -4.964507], [0.882715, -0.369426, -6.184113], [1.358684, -0.624072, -4.501364], [2.577426, 2.747321, -5.439734], [2.990428, 1.164411, -4.767167], [2.524106, 1.306339, -6.475620], [0.157668, 3.090334, -6.332314], [0.000497, 1.488041, -7.063367], [-1.123297, 1.988943, -5.779563], [-1.118722, -0.090634, 3.501019], [-2.594707, -2.061910, 3.308418], [-4.900172, -2.980168, 2.829231], [-6.601914, -1.598201, 1.666388], [-6.034590, 0.691532, 0.892734], [-3.695424, 1.598704, 1.305196], [-4.761977, 1.480479, -0.787303], [-4.589217, 2.406659, -2.305516], [-5.814374, 1.122300, -2.189280], [-3.225298, -0.532929, -4.304417], [-4.941167, -0.183681, -4.110017], [-3.815834, 1.155390, -4.458908], [-1.505494, 0.118384, -3.618700], [-2.207207, 1.976280, -2.064900], [-1.580467, 1.415950, 2.460710], [-6.081177, -0.896210, -1.800679], [-6.351466, -3.312377, -1.311441], [-4.367417, -4.699276, -0.879036], [-3.427651, -5.300019, 0.732617], [-2.041883, -5.034664, 1.796708], [-3.322346, -3.809795, 1.700245], [-0.024606, -2.779974, 0.109718], [-1.364529, -1.964159, 0.983228], [-0.610651, -3.422288, 1.636361], [-0.803138, -4.573469, -1.725923], [-0.630205, -5.522495, -0.235882], [-2.123370, -5.613980, -1.214745], [-0.181465, -2.955270, -2.020619], [1.697973, -1.059635, -2.092262]], "forces_ev_per_a": [[-0.50, -0.21, 0.32], [-0.26, -0.25, 0.65], [0.52, 0.04, -0.23], [0.71, 0.16, -0.52], [-0.26, 0.48, 0.56], [0.92, -0.82, 0.69], [-1.78, 0.63, -1.00], [2.02, 0.62, 0.71], [-1.31, -1.16, -2.08], [-1.16, 1.76, 2.29], [0.52, -1.33, -1.78], [3.67, 0.32, 1.65], [-2.09, -0.03, -1.34], [-0.40, -2.27, 2.10], [-0.03, 2.00, -1.74], [-0.22, 0.03, -0.25], [-0.18, 0.46, 0.06], [0.16, -0.39, 0.25], [-0.29, -0.48, -0.40], [-0.08, -0.17, -0.01], [-0.05, -0.32, 0.16], [0.41, 0.01, 0.57], [0.28, 0.73, 0.30], [-0.21, 0.07, -0.40], [0.06, -0.34, 0.16], [-0.14, 0.35, -0.26], [-0.17, 0.27, 0.14], [0.29, -0.08, 0.06], [-0.23, -0.40, 0.33], [0.30, 0.21, -0.23], [-0.12, -0.40, 0.03], [0.13, 0.38, 0.09], [0.23, -0.20, -0.19], [-0.27, 0.18, 0.24], [-0.03, -0.39, -0.29], [0.27, 0.14, 0.07], [-0.16, 0.03, -0.18], [-0.03, 1.22, -0.09], [1.55, -1.28, -0.53], [0.03, 1.40, 0.71], [-1.12, 0.10, 0.51], [-0.79, -0.53, -0.38], [-0.11, 0.50, 0.08], [0.13, 0.03, 0.12], [0.61, 0.05, 0.14], [0.18, -0.03, 0.01], [0.58, -0.12, 0.20], [0.81, -1.36, -0.04], [-0.53, -0.68, 0.42], [-0.72, 0.06, -0.18], [-0.64, -0.35, 0.20], [-0.29, 0.02, 0.13], [0.00, 0.19, -0.48], [0.16, 0.97, -0.33], [-0.01, 0.00, 0.22], [0.26, 0.16, -0.31], [-0.43, 0.30, 0.18], [0.37, -0.28, -0.30], [-0.01, -0.42, -0.39], [-0.31, -0.03, 0.27], [0.20, 0.13, 0.02], [0.27, -0.19, -0.04], [-0.96, -0.68, 0.12], [-0.13, 1.65, 0.10], [-0.21, 0.06, 0.18], [-0.14, 0.19, -0.35], [0.18, -0.15, -0.09], [-0.26, -0.13, 0.08], [0.17, 0.03, 0.10], [0.07, 0.04, -0.28], [-0.01, -0.31, -0.01], [-0.12, 0.10, -0.34], [-0.03, 0.14, 0.03], [-0.25, -0.29, -0.22], [0.02, -0.29, 0.01], [0.02, -0.20, 0.29], [0.22, -0.06, 0.04], [-0.01, 0.01, 0.40], [-0.20, 0.09, -0.12], [-0.02, -0.15, -0.06], [-0.07, 0.11, -0.14], [-0.07, 0.02, 0.12], [-0.14, -0.19, -0.08], [-0.01, 0.13, 0.13], [0.16, 0.04, -0.13], [-0.06, 0.14, -0.60], [-0.62, 0.11, -0.27], [0.03, 0.33, -0.04], [0.20, 0.11, 0.08], [0.52, -0.19, 0.33], [-0.30, -0.34, 0.20], [-0.06, 0.04, -0.38], [-0.09, -0.26, 0.09], [0.22, 0.19, 0.11], [-0.26, 0.22, 0.03], [0.26, 0.18, 0.10], [0.03, -0.19, 0.07], [0.21, -0.62, -0.10], [-0.05, 0.02, 0.23], [0.44, 0.02, 0.05], [0.36, -0.22, 0.00], [0.23, 0.03, -0.13], [0.10, 0.45, 0.34], [0.19, 0.17, 0.17], [-0.10, 0.11, -0.25], [0.17, -0.30, -0.19], [-0.19, 0.10, 0.20], [0.17, -0.17, -0.13], [-0.10, 0.12, -0.34], [-0.05, -0.20, 0.11], [-0.19, 0.09, -0.16], [0.25, 0.10, 0.11], [-0.06, 0.16, 0.17], [-0.21, 0.16, -0.23]], "mulliken_charge": [-0.756, -0.369, -0.112, -0.682, -0.176, -0.072, -0.906, -0.224, -0.228, 0.267, -0.354, 0.178, -0.344, 0.334, -0.348, 0.271, 0.275, 0.306, 0.584, 0.406, 0.525, 0.399, 0.368, 0.783, -1.779, 3.331, -2.299, -1.013, -0.322, -0.146, -1.623, -0.572, 0.333, 2.076, -1.471, -1.750, -1.673, -0.592, 1.372, 0.601, -1.543, 1.085, -0.386, -0.654, -0.333, -0.552, -0.370, 0.898, -0.295, 0.476, 2.289, -1.817, -1.861, -1.926, -0.219, -1.246, -0.989, 0.701, 2.270, -1.612, -1.571, -1.624, -0.405, -0.868, 0.176, 0.654, -0.125, 0.669, 0.335, 0.279, 0.642, -0.482, 0.328, 0.382, 0.407, 0.294, 0.172, 0.642, 0.257, 0.389, 0.389, 0.437, 0.376, 0.444, 0.300, 0.361, 0.321, 0.484, 0.452, 0.419, 0.372, 0.075, 0.504, 0.426, 0.328, 0.448, 0.425, -0.840, 0.555, 0.471, 0.376, 0.450, 0.404, 0.429, 0.465, 0.101, 0.349, -0.054, 0.716, 0.279, 0.449, 0.362, 0.314, 0.552]}

=====

No. 2
{"formula": "H3NS2", "method": "ωB97M-V/def2-TZVPD", "de_lowest_ev": 2.407, "e_homo_ev": [-8.9, -9.3], "orbital_gap_ev": [6.860, 8.097], "species": ["N", "S", "S", "H", "H", "H"], "coordinates": [[-1.244441, 0.138834, 0.353912], [2.308283, 0.150054, 0.019561], [-0.499235, -1.374693, 0.591249], [-1.340996, 0.440826, -0.634887], [-1.538771, 0.669242, 1.103808], [2.315161, -0.024263, -1.433643]], "forces_ev_per_a": [[1.49, -3.43, -2.83], [-0.29, -0.53, -2.23], [-0.47, 2.47, -0.35], [-0.04, -0.03, 1.53], [-0.63, 1.30, 1.50], [-0.06, 0.22, 2.37]], "mulliken_charge": [-0.339, -0.226, -0.101, 0.269, 0.237, 0.160]}

=====

No. 3
{"formula": "C14H20N2OS2", "method": "ωB97M-V/def2-TZVPD", "e_homo_ev": -6.7, "orbital_gap_ev": 6.098, "species": ["C", "C", "N", "C", "S", "S", "C", "C", "O", "H", "H", "H", "H", "H", "H", "H", "H", "C", "N", "C", "C", "C", "C", "C", "C", "C", "C", "H", "H", "H", "H", "H", "H", "H", "H", "H", "H", "H", "H"], "coordinates": [[1.722489, 4.569080, 1.729106], [0.857229, 3.832206, 0.716685], [1.370226, 2.462337, 0.526215], [0.750499, 1.694186, -0.467034], [-0.512451, 2.377092, -1.342700], [1.274039, 0.112006, -0.760322], [1.744734, 1.706332, 1.725287], [2.622162, 2.583875, 2.600235], [1.930630, 3.797488, 2.920595], [2.693475, 4.805162, 1.256383], [1.228425, 5.484028, 2.084319], [-0.197232, 3.846097, 1.049637], [0.914447, 4.365998, -0.243138], [0.850059, 1.381173, 2.296905], [2.314323, 0.826262, 1.393576], [2.809601, 2.091739, 3.563446], [3.564996, 2.785328, 2.056292], [-0.216309, -2.735926, -3.978597], [-0.542663, -2.722167, -2.551043], [-0.944074, -4.009384, -1.984091], [-0.560048, -1.592785, -1.869654], [-1.089116, -1.508157, -0.527383], [-0.644768, -2.342623, 0.526115], [-1.276250, -2.290169, 1.764120], [-2.336776, -1.394434, 1.981282], [-2.756330, -0.539760, 0.954330], [-2.118631, -0.575482, -0.277315], [0.025011, -3.764222, -4.258167], [-1.069998, -2.393823, -4.581394], [0.633599, -2.076968, -4.181739], [-1.033932, -4.705172, -2.823283], [-0.196048, -4.400584, -1.285578], [-1.905613, -3.942413, -1.462279], [-0.381974, -0.701261, -2.486656], [0.201782, -3.014315, 0.363762], [-0.943834, -2.951504, 2.569640], [-2.832204, -1.359974, 2.952793], [-3.578867, 0.163408, 1.115762], [-2.370611, 0.137327, -1.066110]], "forces_ev_per_a": [[0.11, -0.29, 0.45], [0.05, -0.04, 0.36], [-0.87, -0.59, -0.51], [-0.16, 0.92, 0.04], [-0.17, -0.21, -0.40], [1.25, -0.38, 0.22], [0.48, 0.29, 0.19], [-0.53, 0.09, 0.17], [0.51, -0.06, -0.59], [-0.16, 0.04, 0.29], [0.19, -0.17, -0.38], [0.33, -0.20, -0.16], [-0.14, -0.27, 0.29], [0.27, 0.10, -0.30], [-0.31, 0.26, 0.23], [0.15, 0.10, -0.31], [-0.21, 0.10, 0.34], [0.16, 0.25, -0.29], [0.30, 0.47, 0.72], [-0.01, -0.52, 0.06], [-0.61, 0.09, -1.67], [-0.54, 0.02, 1.47], [-0.45, 0.07, -0.35], [-0.09, 0.19, -0.03], [0.07, -0.02, -0.29], [0.12, -0.19, 0.39], [0.36, -0.16, -0.57], [0.11, 0.34, -0.07], [0.14, -0.13, 0.26], [-0.14, -0.18, 0.08], [-0.08, 0.07, 0.33], [-0.16, 0.10, -0.24], [0.26, 0.14, -0.12], [-0.38, -0.26, 0.56], [-0.28, 0.25, 0.13], [-0.09, 0.30, -0.28], [0.15, -0.04, -0.28], [0.38, -0.24, -0.02], [-0.04, -0.26, 0.28]], "mulliken_charge": [-0.653, -0.643, 0.001, 0.227, -0.432, -0.342, -0.433, -0.689, -0.371, 0.337, 0.317, 0.363, 0.444, 0.241, 0.374, 0.332, 0.351, -1.003, 0.185, -0.904, -0.649, 0.349, -0.250, -0.746, -0.333, -0.704, -0.186, 0.348, 0.345, 0.381, 0.357, 0.305, 0.372, 0.685, 0.469, 0.381, 0.391, 0.396, 0.386]}

=====

No. 4
{"formula": "H4O2", "method": "ωB97M-V/def2-TZVPD", "de_lowest_ev": 0.273, "e_homo_ev": -11.1, "orbital_gap_ev": 11.732, "species": ["O", "H", "H", "O", "H", "H"], "coordinates": [[0.445869, 1.029473, -0.323231], [0.682061, 1.992701, -0.159992], [1.196183, 0.502884, -0.206673], [-1.031233, -1.488475, 0.255481], [-0.830241, -0.769472, 0.910232], [-0.462640, -1.267110, -0.475817]], "forces_ev_per_a": [[-1.74, 2.98, -0.02], [-0.19, -2.08, -0.30], [2.06, -0.86, 0.35], [0.11, 0.76, 1.45], [-0.39, -0.96, -0.99], [0.15, 0.16, -0.49]], "mulliken_charge": [-0.638, 0.310, 0.318, -0.634, 0.329, 0.315]}

=====

No. 5
{"formula": "C4H9NO2", "method": "ωB97M-V/def2-TZVPD", "de_lowest_ev": 0.736, "e_homo_ev": -9.7, "orbital_gap_ev": 10.721, "species": ["C", "C", "N", "O", "H", "H", "H", "H", "H", "C", "C", "O", "H", "H", "H", "H"], "coordinates": [[-0.318670, 4.196188, 0.750940], [0.690170, 3.422319, 1.570989], [1.537719, 4.196448, 2.312799], [0.753640, 2.200829, 1.579049], [-0.951660, 3.486579, 0.192030], [0.186680, 4.860308, 0.029700], [-0.966190, 4.809449, 1.399970], [1.482169, 5.217898, 2.303979], [2.241899, 3.727438, 2.887849], [3.882009, 1.017880, 2.464679], [3.898968, 1.538119, 3.878489], [3.621189, 2.684959, 4.169689], [4.588948, 1.600869, 1.850699], [2.869719, 1.135319, 2.042659], [4.164329, -0.047000, 2.410649], [4.184358, 0.813350, 4.679078]], "forces_ev_per_a": [[-0.47, -0.07, -0.39], [0.33, 0.12, 0.29], [0.03, 0.15, 0.00], [-0.03, 0.40, -0.05], [0.34, 0.33, 0.30], [-0.16, -0.21, 0.32], [0.29, -0.19, -0.22], [0.05, -0.91, 0.01], [-0.26, 0.33, -0.18], [0.06, -0.31, -0.19], [-0.09, 0.34, 0.01], [0.11, -0.68, -0.17], [-0.31, -0.13, 0.22], [0.29, 0.10, 0.13], [-0.08, 0.45, 0.11], [-0.10, 0.29, -0.19]], "mulliken_charge": [-1.107, 0.732, -0.300, -0.619, 0.287, 0.315, 0.321, 0.182, 0.225, -0.709, 0.166, -0.532, 0.235, 0.168, 0.305, 0.332]}

=====

No. 6
{"formula": "C4H14O3", "method": "ωB97M-V/def2-TZVPD", "de_lowest_ev": 1.958, "e_homo_ev": -10.4, "orbital_gap_ev": 11.093, "species": ["C", "C", "C", "C", "O", "H", "H", "H", "H", "H", "H", "H", "H", "H", "H", "O", "H", "H", "O", "H", "H"], "coordinates": [[1.228336, -0.991267, -2.273763], [0.022433, -0.248231, -1.500483], [-0.061787, 1.311075, -1.577088], [-1.457942, 1.945430, -1.258887], [1.030702, 1.785666, -0.792707], [1.044067, -0.659981, -3.310823], [2.227718, -0.862388, -1.939764], [1.008887, -2.116742, -2.173814], [0.238954, -0.525216, -0.463224], [-0.921278, -0.734237, -1.790800], [0.270584, 1.501465, -2.671438], [-2.159647, 1.453404, -1.922939], [-1.374846, 2.954313, -1.629145], [-1.747700, 1.894908, -0.114178], [0.588182, 2.407944, -0.199333], [0.800748, 1.589118, 1.969394], [0.711722, 1.515937, 1.053066], [1.667807, 1.742140, 2.135360], [-1.431337, -4.908287, 4.349008], [-1.523375, -4.270214, 3.574500], [-1.618219, -4.135347, 4.908296]], "forces_ev_per_a": [[-3.49, -0.62, -0.43], [1.17, -0.67, 0.75], [0.80, -2.01, -2.28], [1.47, -0.76, 1.18], [-0.98, 0.88, 0.54], [0.81, -0.55, 0.10], [0.68, 0.73, 0.38], [0.28, 1.64, -0.39], [-0.62, 0.23, 0.24], [0.30, 0.25, -0.07], [-1.03, 0.29, 1.41], [-0.41, -0.20, 0.34], [-0.27, 0.65, 0.36], [0.51, 0.02, -2.41], [0.62, 0.58, -0.31], [-4.07, -0.38, 1.79], [0.12, -0.77, -1.97], [4.10, 0.69, 0.77], [-0.53, 2.89, -1.47], [0.42, -2.05, 0.12], [0.11, -0.84, 1.35]], "mulliken_charge": [-1.070, -0.564, 0.327, -1.277, -0.630, 0.312, 0.310, 0.285, 0.238, 0.386, 0.219, 0.402, 0.388, 0.314, 0.321, -0.644, 0.400, 0.283, -0.627, 0.317, 0.310]}

=====

What did we get for electronic energy? Answer: -3538.149541; -852.826026; -1526.505980; -152.864909; -363.058480; -386.454808 Ha, in the order shown.